[1]
Below is C3H12N3O as an isolated structure in a non-equilibrium geometry, with properties calculated with ωB97M-V with the def2-TZVPD basis set.

Each line ends with the Löwdin charge.
Positions of all 19 atoms, in Å:
C -1.04153 -0.56917 -1.22130  -0.01
C -0.92034 -0.44554 0.33055  -0.33
C -0.46615 0.91759 0.60210  -0.11
N -1.12916 1.91303 0.14441  0.23
N 2.18252 -0.13031 0.00287  -0.11
N 0.12682 -1.38443 0.84511  0.08
O 1.61435 1.01188 -0.42695  -0.29
H -0.05344 -0.30203 -1.63655  0.09
H -1.40930 -1.54913 -1.54000  0.10
H -1.58121 0.28450 -1.66460  0.09
H -1.90064 -0.47680 0.86713  0.17
H 0.23115 1.25117 1.34273  0.15
H -1.90694 1.89466 -0.45150  0.13
H -0.59596 2.71145 0.15960  0.12
H 2.75857 -0.55020 -0.82806  0.18
H 2.87377 0.07802 0.79337  0.16
H 1.24150 -0.74715 0.48868  0.06
H -0.09627 -2.27873 0.32948  0.16
H 0.07228 -1.62882 1.86293  0.16

Atoms 1-3, force components in eV/Å:
C 0.7 0.6 0.2
C -0.4 0.0 0.1
C 1.1 0.4 0.1

Values from the calculation:
ΔE to the lowest compared entry with this formula, charge and spin   124.2 kcal/mol
Total charge   +1
Total energy   -360.63684 hartree
Maximum force   2.96 eV/A



[2]
Below is C3H12N3S as an isolated structure in a non-equilibrium geometry, with properties calculated with ωB97M-V with the def2-TZVPD basis set.

Each line ends with the Löwdin charge.
Positions of all 19 atoms, in Å:
C -2.16612 -1.18569 0.52993  -0.06
C -1.15495 -0.93965 -0.60254  -0.21
C 1.27767 -0.18854 -0.43400  -0.59
N 0.29924 2.00079 0.20680  -0.01
N 1.66258 1.55943 0.04938  -0.03
N 0.01799 -0.43903 0.17691  -0.14
S 2.76872 -0.94739 0.05417  0.85
H -2.12877 -0.17814 0.99090  0.09
H -3.07661 -1.43246 0.04677  0.08
H -1.90540 -1.96880 1.19751  0.08
H -1.44205 -0.25570 -1.40866  0.12
H -0.89576 -1.97043 -1.14574  0.17
H 1.25062 -0.06128 -1.56653  0.14
H -0.11342 2.34085 -0.68241  0.15
H 0.26181 2.74391 0.94051  0.16
H 2.13886 1.57136 0.87553  0.02
H -0.05333 -0.74223 1.15468  0.15
H -0.33319 0.86167 0.52540  0.17
H 3.59209 -0.76865 -0.90862  -0.14

Atoms 1-3, force components in eV/Å:
C 0.6 2.1 -1.8
C 1.2 -3.6 -0.2
C 1.2 3.6 -0.9

Values from the calculation:
ΔE to the lowest compared entry with this formula, charge and spin   116.5 kcal/mol
Total charge   +1
Total energy   -683.58101 hartree
Maximum force   7.15 eV/A